(1)
C26H30N2O4 | ωB97M-V with the def2-TZVPD basis set

Output
Frontier orbital gap in eV: 8.8
E in hartree: -1419.2662
Structure (SMILES): CCCCN1CC(=O)N2[C@H]3c4ccc(OC)cc4OC[C@@H]3[C@H](c3ccccc3)[C@]2(C)C1=O
Relative energy (zero: lowest compared OMol25 entry of this formula, charge and spin) in kcal per mole: 21.6
Highest occupied orbital energy in eV: -8.15

```
62
Properties=species:S:1:pos:R:3:lowdin_charge:R:1
C -5.2931 -3.8816 -1.0521 -0.11
C -4.2866 -3.1500 -0.1722 -0.27
C -4.6878 -1.6921 0.0370 -0.19
C -3.7942 -0.9459 1.0293 -0.14
N -2.4173 -0.8343 0.5806 -0.02
C -1.4226 -1.7515 1.0797 -0.03
C -0.0584 -1.0872 1.2555 -0.43
O 0.6351 -1.2940 2.2292 0.09
N 0.2938 -0.3001 0.2249 0.08
C 1.4487 0.5868 0.2920 -0.16
C 2.8480 0.0424 0.2303 -0.09
C 3.2457 -1.2362 0.5635 -0.01
C 4.5743 -1.6216 0.4885 -0.02
C 5.5328 -0.7054 0.0729 -0.27
O 6.8660 -0.9623 -0.0341 -0.08
C 7.3330 -2.2390 0.3282 -0.09
C 5.1408 0.5840 -0.2795 0.08
C 3.8112 0.9665 -0.2084 -0.20
O 3.5395 2.2521 -0.5877 -0.01
C 2.1906 2.6775 -0.7395 -0.11
C 1.2954 1.4734 -0.9425 -0.18
C -0.2207 1.6056 -1.1059 -0.13
C -0.8023 2.6589 -0.1975 -0.19
C -1.0714 2.4400 1.1482 -0.03
C -1.5732 3.4576 1.9412 -0.06
C -1.8078 4.7114 1.4067 -0.09
C -1.5428 4.9409 0.0679 -0.08
C -1.0461 3.9224 -0.7238 -0.03
C -0.6601 0.1524 -0.7873 -0.31
C -0.5820 -0.7411 -2.0354 0.03
C -2.1206 0.1121 -0.3283 -0.42
O -2.9502 0.8614 -0.8051 0.10
H -6.2772 -3.8792 -0.5891 0.07
H -5.3712 -3.3971 -2.0227 0.07
H -4.9887 -4.9143 -1.2060 0.07
H -4.2182 -3.6529 0.7957 0.11
H -3.3041 -3.1971 -0.6458 0.09
H -5.7114 -1.6516 0.4147 0.12
H -4.6618 -1.1606 -0.9154 0.11
H -4.1775 0.0725 1.1432 0.13
H -3.8004 -1.4435 2.0012 0.12
H -1.7336 -2.1299 2.0559 0.14
H -1.2975 -2.6155 0.4110 0.13
H 1.3636 1.1872 1.2119 0.17
H 2.5097 -1.9429 0.9091 0.10
H 4.8413 -2.6288 0.7629 0.10
H 6.9048 -3.0203 -0.3083 0.09
H 7.1146 -2.4647 1.3768 0.10
H 8.4119 -2.2097 0.1837 0.09
H 5.8819 1.2928 -0.6087 0.13
H 2.1841 3.3460 -1.6061 0.14
H 1.8869 3.2520 0.1457 0.14
H 1.6879 0.9269 -1.8086 0.16
H -0.4870 1.8558 -2.1344 0.16
H -0.9106 1.4712 1.5973 0.11
H -1.7816 3.2652 2.9836 0.11
H -2.2002 5.5024 2.0282 0.10
H -1.7285 5.9139 -0.3626 0.10
H -0.8497 4.1071 -1.7702 0.12
H -0.8371 -1.7676 -1.7817 0.08
H 0.4199 -0.7362 -2.4565 0.09
H -1.2876 -0.3841 -2.7815 0.10
```

(2)
C26H30N2O4S | ωB97M-V with the def2-TZVPD basis set

Output
Frontier orbital gap in eV: 8.1
E in hartree: -1817.3990
Structure (SMILES): CCc1cc([C@@H](c2ccc(OC)c(OC)c2)N2CCOCC2)c(NC(=O)c2ccccc2)s1
Relative energy (zero: lowest compared OMol25 entry of this formula, charge and spin) in kcal per mole: 35.8
Highest occupied orbital energy in eV: -7.60

```
63
Properties=species:S:1:pos:R:3:lowdin_charge:R:1
C 5.2635 3.1986 0.4886 -0.11
C 3.8584 3.7816 0.3981 -0.27
C 2.8168 2.7693 0.0519 -0.52
C 2.9512 1.4384 -0.1842 -0.07
C 1.7297 0.7876 -0.4889 -0.22
C 1.5897 -0.6966 -0.7129 -0.21
C 1.3806 -1.3774 0.6231 -0.19
C 2.1922 -2.4249 1.0248 -0.04
C 1.9893 -3.0219 2.2530 0.01
C 0.9836 -2.6047 3.1199 -0.20
O 0.9229 -3.3131 4.2814 -0.07
C 0.0726 -2.9259 5.3373 -0.08
C 0.1548 -1.5393 2.7178 -0.17
O -0.8439 -1.1235 3.5640 -0.11
C -1.6017 0.0086 3.2140 -0.07
C 0.3737 -0.9516 1.4806 0.04
N 0.4757 -0.9676 -1.6377 -0.15
C 0.0937 -2.3711 -1.7016 -0.14
C -1.1213 -2.5098 -2.6215 -0.18
O -0.8508 -2.0329 -3.9179 -0.12
C -0.4409 -0.6867 -3.8748 -0.18
C 0.7900 -0.5098 -2.9861 -0.14
C 0.6806 1.6644 -0.4697 -0.47
N -0.6346 1.3411 -0.7370 0.10
C -1.6301 2.2621 -0.7138 -0.44
O -1.4136 3.4281 -0.4242 0.00
C -2.9746 1.7371 -1.0675 -0.13
C -3.9063 2.6272 -1.5941 -0.01
C -5.1675 2.1888 -1.9508 -0.07
C -5.5140 0.8592 -1.7732 -0.08
C -4.5994 -0.0277 -1.2284 -0.08
C -3.3339 0.4051 -0.8759 -0.04
S 1.1553 3.2829 -0.0931 1.16
H 5.3095 2.4283 1.2545 0.08
H 5.5593 2.7634 -0.4627 0.07
H 5.9738 3.9813 0.7443 0.07
H 3.5941 4.2451 1.3536 0.11
H 3.8413 4.5761 -0.3543 0.11
H 3.8858 0.9093 -0.1432 0.12
H 2.5337 -1.0772 -1.1425 0.15
H 2.9867 -2.7776 0.3847 0.11
H 2.6146 -3.8370 2.5807 0.12
H 0.2812 -1.9071 5.6705 0.10
H 0.2915 -3.6236 6.1457 0.09
H -0.9806 -3.0066 5.0615 0.09
H -2.2111 -0.1688 2.3215 0.09
H -0.9706 0.8883 3.0551 0.10
H -2.2603 0.1876 4.0628 0.10
H -0.2503 -0.1314 1.1731 0.09
H -0.1621 -2.7219 -0.7003 0.13
H 0.9160 -2.9927 -2.0931 0.14
H -1.3976 -3.5594 -2.7324 0.13
H -1.9704 -1.9540 -2.1933 0.11
H -0.2156 -0.4016 -4.9035 0.13
H -1.2627 -0.0570 -3.4965 0.12
H 1.0749 0.5433 -2.9525 0.13
H 1.6274 -1.0874 -3.4124 0.14
H -0.7371 0.3827 -1.0826 0.11
H -3.6172 3.6599 -1.7179 0.12
H -5.8824 2.8833 -2.3658 0.11
H -6.4985 0.5139 -2.0514 0.10
H -4.8749 -1.0611 -1.0756 0.10
H -2.6403 -0.2941 -0.4292 0.10
```

(3)
C26H30N2O5 | ωB97M-V with the def2-TZVPD basis set

Output
Frontier orbital gap in eV: 8.5
E in hartree: -1494.5136
Structure (SMILES): COc1ccc(C(=O)CN2C(=O)C(C)(C)Oc3ccc(C(=O)N4CCCCCC4)cc32)cc1
Relative energy (zero: lowest compared OMol25 entry of this formula, charge and spin) in kcal per mole: 18.8
Highest occupied orbital energy in eV: -8.22

```
63
Properties=species:S:1:pos:R:3:lowdin_charge:R:1
C 3.3662 -1.7706 6.3201 -0.08
O 3.7801 -1.7236 4.9735 -0.07
C 2.8505 -1.8389 3.9991 -0.27
C 1.4804 -1.9864 4.2107 0.00
C 0.6313 -2.1013 3.1306 0.00
C 1.1084 -2.0669 1.8196 -0.16
C 0.1283 -2.2084 0.7302 -0.33
O -1.0303 -2.5023 0.9243 0.12
C 0.6362 -1.9777 -0.6947 -0.06
N -0.4812 -1.9172 -1.6095 0.04
C -0.7778 -3.0403 -2.3207 -0.36
O -0.0281 -3.9947 -2.3609 0.10
C -2.1447 -3.0397 -3.0052 -0.45
C -2.1293 -3.9617 -4.2200 0.00
C -3.1495 -3.5232 -1.9480 0.02
O -2.5117 -1.7470 -3.4828 0.03
C -2.3008 -0.7179 -2.6215 -0.19
C -3.0688 0.4293 -2.7544 0.02
C -2.8593 1.5104 -1.9181 -0.03
C -1.8891 1.4419 -0.9278 -0.15
C -1.6762 2.5815 0.0253 -0.43
O -2.1252 2.5685 1.1561 0.08
N -0.9641 3.6233 -0.4672 -0.05
C -0.2978 3.6048 -1.7476 -0.14
C 1.0333 2.8331 -1.7389 -0.16
C 1.7627 2.8845 -0.3945 -0.20
C 1.8431 4.2828 0.2276 -0.20
C 0.6582 4.5876 1.1449 -0.17
C -0.6718 4.7421 0.4047 -0.15
C -1.1264 0.2913 -0.7822 0.05
C -1.3044 -0.7871 -1.6387 -0.11
C 2.4834 -1.9159 1.6146 -0.02
C 3.3371 -1.8063 2.6865 0.01
H 4.2756 -1.6709 6.9102 0.09
H 2.8835 -2.7234 6.5572 0.10
H 2.6870 -0.9468 6.5595 0.10
H 1.0713 -2.0147 5.2079 0.11
H -0.4312 -2.2179 3.2828 0.12
H 1.2435 -1.0736 -0.7716 0.13
H 1.2317 -2.8479 -0.9937 0.14
H -1.7239 -4.9274 -3.9349 0.09
H -3.1375 -4.0816 -4.6054 0.09
H -1.5030 -3.5314 -4.9975 0.09
H -2.9139 -4.5442 -1.6613 0.10
H -4.1557 -3.4863 -2.3596 0.10
H -3.1061 -2.8937 -1.0606 0.09
H -3.8238 0.4540 -3.5237 0.12
H -3.4625 2.3995 -2.0227 0.12
H -0.9594 3.1690 -2.5003 0.12
H -0.1155 4.6452 -2.0269 0.12
H 0.8457 1.7870 -1.9902 0.09
H 1.6723 3.2507 -2.5193 0.11
H 1.2649 2.2185 0.3138 0.10
H 2.7718 2.4956 -0.5489 0.11
H 2.7535 4.3473 0.8276 0.11
H 1.9168 5.0381 -0.5573 0.11
H 0.5580 3.7814 1.8742 0.11
H 0.8495 5.5123 1.6931 0.11
H -0.6659 5.6549 -0.1985 0.12
H -1.4820 4.8040 1.1351 0.12
H -0.4018 0.2479 0.0153 0.12
H 2.8941 -1.9023 0.6174 0.11
H 4.4005 -1.6972 2.5430 0.12
```